1.
The following is a quantum chemistry calculation of a molecular structure, C39H53EuN5P2 at a distorted geometry, from OMol25.

HOMO energy (spin up / spin down) in eV: -6.048 / -6.074
Kohn-Sham gap (spin up / spin down) in eV: 5.171 / 5.205
LUMO level (spin up / spin down) in eV: -0.88 / -0.87
Energy above the lowest of the compared OMol25 structures with the same formula, charge and spin in kJ/mol: 220.28

```
! RIJCOSX wB97M-V def2-TZVPD def2/J DEFGRID3
* xyz 0 8
Eu -0.1968 1.6458 1.9372
C 1.8492 0.1692 -2.6240
C 2.2570 1.1731 -1.8378
C 1.8678 2.6179 -1.9080
C 0.3812 2.8724 -1.5791
C -0.5977 2.5664 -2.7168
C -0.3903 1.8930 -3.8594
C 0.8850 1.5372 -4.5721
C 1.6557 0.2795 -4.0975
C -2.2726 0.5831 1.4770
H 1.8765 -0.8773 -2.2537
H 2.8957 0.9569 -0.9689
H 2.0374 3.0285 -2.9131
H 2.5075 3.1190 -1.1568
H 0.1208 2.3319 -0.6393
H 0.2575 3.9351 -1.2793
H -1.6302 2.9387 -2.5059
H -1.2835 1.5699 -4.4337
H 1.5904 2.3684 -4.5697
H 0.6341 1.3723 -5.6352
H 1.1705 -0.6148 -4.5225
H 2.6498 0.3948 -4.5659
H -2.0733 -0.4899 1.7386
H -2.8246 0.6521 0.5176
H -2.9196 1.0160 2.2955
P -1.2463 7.2430 -0.7670
P 2.0540 7.0778 0.1729
N -1.9388 7.1774 -2.4007
N -2.3623 8.5440 -0.1809
N 2.8535 6.9767 -1.4829
N 3.3572 7.8806 1.0268
C 0.0711 8.4357 -1.3120
C 1.1729 8.6574 -0.2740
C -2.7213 6.1203 -2.8779
C -3.3397 6.5136 -4.0630
C -2.9442 7.8677 -4.3182
C -2.0501 8.2334 -3.3170
C -3.0927 8.4248 1.0034
C -3.7051 9.6441 1.2894
C -3.3479 10.5534 0.2373
C -2.5370 9.8511 -0.6487
C 2.9123 5.7283 -2.1037
C 3.3112 5.8775 -3.4240
C 3.5027 7.2774 -3.6499
C 3.2023 7.9237 -2.4519
C 4.4040 8.6552 0.5125
C 5.1441 9.1673 1.5671
C 4.4921 8.7592 2.7797
C 3.3872 8.0135 2.4252
H -0.3413 9.4329 -1.5251
H 0.5081 8.0515 -2.2444
H 1.8836 9.4053 -0.6728
H 0.7734 9.0609 0.6752
H -2.7203 5.1819 -2.3438
H -3.9855 5.9058 -4.6795
H -3.2810 8.5037 -5.1259
H -1.4425 9.1284 -3.2263
H -3.1045 7.4773 1.5250
H -4.3287 9.8634 2.1434
H -3.6432 11.5872 0.1420
H -2.0824 10.2121 -1.5585
H 2.6640 4.8548 -1.5126
H 3.4362 5.0664 -4.1399
H 3.8058 7.7512 -4.5801
H 3.2379 8.9781 -2.2206
H 4.5150 8.7870 -0.5588
H 6.0462 9.7606 1.4825
H 4.8120 9.0002 3.7897
H 2.5934 7.5688 3.0224
C 0.9697 -5.8356 1.4609
C 0.8202 -4.4122 0.9826
C 0.5892 -4.2633 -0.3836
C 0.4196 -2.9781 -0.9008
C 0.1461 -2.8412 -2.3730
C 0.4492 -1.8586 -0.0629
C 0.6065 -1.9469 1.3605
C 0.8355 -3.2928 1.8206
N 0.5819 -0.8056 2.1521
C 1.0566 -0.7921 3.5700
C 0.1232 -1.5731 4.5021
C 2.4490 -1.4260 3.6986
C 1.2102 0.6340 4.1586
H 0.0256 -6.3854 1.3025
H 1.7376 -6.3718 0.8796
H 1.2241 -5.9177 2.5243
H 0.5085 -5.1537 -1.0249
H 0.9300 -3.2849 -3.0060
H -0.7932 -3.3409 -2.6595
H 0.0437 -1.7824 -2.6432
H 0.4022 -0.8685 -0.5470
H 1.0572 -3.4678 2.8743
H 0.1219 -2.6315 4.2297
H 0.5133 -1.4786 5.5260
H -0.9060 -1.1952 4.4743
H 3.1319 -1.0769 2.9197
H 2.8446 -1.1491 4.6858
H 2.4157 -2.5196 3.6834
H 1.7349 1.3570 3.4952
H 0.2888 1.0629 4.5968
H 1.9032 0.5372 5.0096
*
```

=====

2.
The following is a quantum chemistry calculation of a molecular structure, C39H53N2O9PPbS3 at a distorted geometry, from OMol25.

HOMO energy in eV: -8.154
Kohn-Sham gap in eV: 7.677
LUMO level in eV: -0.48
Energy above the lowest of the compared OMol25 structures with the same formula, charge and spin in kJ/mol: 29.50

```
! RIJCOSX wB97M-V def2-TZVPD def2/J DEFGRID3
* xyz 0 1
Pb 0.5500 0.0377 -0.4252
C -1.4171 2.6962 -0.8476
O -2.8111 2.7834 -1.1366
C -3.5160 1.6278 -1.1176
C -4.6265 1.5334 -1.9450
C -5.4147 0.3867 -2.0212
C -5.1394 -0.7177 -1.2428
C -4.0600 -0.6211 -0.3695
C -3.5401 -1.4797 0.6282
N -2.5340 -0.8993 1.2350
N -1.8887 -1.3293 2.2574
C -0.6513 -0.9500 2.6141
O -0.0272 0.0297 2.1719
C -0.0486 -1.8297 3.6645
C 1.0672 -1.3842 4.3644
C 1.6499 -2.1817 5.3366
C 1.1323 -3.4388 5.6077
C 0.0316 -3.9016 4.8985
C -0.5542 -3.1048 3.9305
C -3.2490 0.5184 -0.3179
O -2.2890 0.3780 0.6378
H -1.0175 3.6954 -1.0010
H -0.9236 2.0007 -1.5332
H -1.2307 2.3811 0.1813
H -4.8510 2.3991 -2.5545
H -6.2439 0.3659 -2.7154
H -5.7282 -1.6229 -1.2915
H -3.8586 -2.4550 0.9496
H 1.4690 -0.4043 4.1364
H 2.5087 -1.8233 5.8897
H 1.5861 -4.0646 6.3658
H -0.3729 -4.8848 5.1012
H -1.3896 -3.4692 3.3554
C 4.9375 2.1723 0.9016
C 4.8297 0.7515 0.3818
S 3.5082 0.2507 -0.7806
C 3.5473 1.4586 -2.1356
C 3.0230 2.8646 -1.8716
S 1.3152 2.9828 -1.2377
C 1.3722 3.4571 0.5446
C 2.6731 3.9405 1.1630
S 3.6178 2.6628 2.0582
H 5.0053 2.9153 0.1112
H 5.8589 2.2279 1.4831
H 4.6619 0.0686 1.2159
H 5.7716 0.4766 -0.0974
H 2.9233 0.9704 -2.8870
H 4.5716 1.5142 -2.5107
H 2.9765 3.3885 -2.8278
H 3.6710 3.4366 -1.2158
H 0.9919 2.6072 1.1148
H 0.6346 4.2590 0.5916
H 2.4279 4.6673 1.9370
H 3.3351 4.4373 0.4560
C -1.0104 2.4195 -4.7704
C -1.7672 1.1362 -5.1143
C -2.2232 1.1702 -6.5697
C -2.9793 0.9438 -4.2043
O -0.8976 -0.0065 -5.0323
P -0.1232 -0.6160 -3.7515
O -0.4401 -2.0416 -3.6054
O -0.3223 0.2998 -2.5416
O 1.4309 -0.3273 -4.1282
C 2.1274 -0.7816 -5.3163
C 3.5741 -1.0019 -4.8797
C 2.0601 0.3306 -6.3638
C 1.5669 -2.0814 -5.8923
H -1.6776 3.2806 -4.8340
H -0.1810 2.5621 -5.4662
H -0.6057 2.3474 -3.7619
H -2.9455 1.9734 -6.7195
H -2.6859 0.2189 -6.8332
H -1.3702 1.3337 -7.2305
H -3.6518 1.7993 -4.2715
H -2.6460 0.8271 -3.1741
H -3.5194 0.0415 -4.4964
H 4.0479 -0.0554 -4.6111
H 4.1416 -1.4527 -5.6939
H 3.6015 -1.6683 -4.0160
H 2.4564 1.2612 -5.9518
H 1.0240 0.4899 -6.6586
H 2.6438 0.0529 -7.2424
H 1.5782 -2.8641 -5.1356
H 2.1695 -2.3884 -6.7475
H 0.5353 -1.9418 -6.2119
C 1.6184 -8.4692 0.4772
C 1.3847 -6.9938 0.2883
C 0.3776 -6.5293 -0.5451
C 0.1301 -5.1707 -0.7129
C -0.9891 -4.6965 -1.5970
C 0.9462 -4.2599 -0.0339
C 1.9761 -4.7015 0.8027
C 2.8575 -3.7172 1.5275
C 2.1751 -6.0660 0.9566
C 0.7404 -2.7871 -0.2299
O 1.7042 -2.0984 -0.6812
O -0.3520 -2.2548 0.0921
H 0.7903 -9.0522 0.0757
H 1.7277 -8.7107 1.5353
H 2.5324 -8.7872 -0.0293
H -0.2365 -7.2440 -1.0835
H -1.4502 -5.5318 -2.1239
H -0.6426 -3.9654 -2.3283
H -1.7500 -4.1942 -0.9972
H 2.2579 -3.0156 2.1129
H 3.4311 -3.1339 0.8064
H 3.5442 -4.2316 2.1991
H 2.9713 -6.4142 1.6070
*
```

=====

3.
The following is a quantum chemistry calculation of a gas-phase ion, C39H53N4 (charge +1) at a distorted geometry, from OMol25.

HOMO energy in eV: -10.243
Kohn-Sham gap in eV: 7.241
LUMO level in eV: -3.00

```
! RIJCOSX wB97M-V def2-TZVPD def2/J DEFGRID3
* xyz 1 1
C 2.6703 -3.7076 -0.5511
C 2.0175 -2.8189 -1.6084
C 1.9029 -3.5838 -2.9241
C 2.7637 -1.4833 -1.8196
C 4.0449 -1.4941 -2.3671
C 4.6985 -0.3191 -2.6911
C 4.0655 0.9027 -2.5070
C 2.7822 0.9634 -1.9678
C 2.0422 2.3005 -1.7966
C 2.3403 3.3101 -2.9055
C 2.2859 2.9290 -0.4271
C 2.1840 -0.2362 -1.5205
N 0.8340 -0.1842 -0.9715
N -0.1374 0.0720 -1.9010
N -1.2983 -0.1641 -1.2907
C -2.5742 -0.2125 -1.9986
C -3.1771 -1.4567 -2.2113
C -2.4580 -2.7855 -1.9369
C -2.2750 -3.6082 -3.2152
C -3.1437 -3.6494 -0.8796
C -4.4592 -1.4590 -2.7612
C -5.0825 -0.2580 -3.0978
C -4.4312 0.9629 -2.9168
C -3.1465 0.9994 -2.3717
C -2.4090 2.3241 -2.1750
C -2.9694 3.1426 -1.0140
C -2.3689 3.1590 -3.4552
C -1.0951 -0.3223 0.0574
C -2.2308 -0.3667 0.9503
C 0.2245 -0.4262 0.3005
C 0.8709 -0.6759 1.6626
H 2.6841 -3.2254 0.4331
H 2.1107 -4.6460 -0.4510
H 3.7021 -3.9572 -0.8296
H 1.0048 -2.5699 -1.2657
H 1.4082 -2.9716 -3.6841
H 2.8970 -3.8561 -3.2965
H 1.3203 -4.5004 -2.7852
H 4.5097 -2.4593 -2.5456
H 5.6960 -0.3606 -3.1161
H 4.5717 1.8224 -2.7808
H 0.9746 2.0442 -1.8752
H 2.2220 2.8460 -3.8870
H 1.6375 4.1461 -2.8379
H 3.3541 3.7110 -2.8177
H 2.0043 2.2461 0.3844
H 3.3469 3.1903 -0.3040
H 1.6931 3.8463 -0.3120
H -1.4611 -2.5271 -1.5593
H -1.7392 -3.0329 -3.9786
H -1.6986 -4.5205 -3.0121
H -3.2492 -3.9066 -3.6263
H -3.2313 -3.1248 0.0793
H -4.1508 -3.9449 -1.2090
H -2.5590 -4.5660 -0.7094
H -4.9559 -2.4128 -2.9344
H -6.0947 -0.2714 -3.5096
H -4.9055 1.9035 -3.1961
H -1.3695 2.0645 -1.9351
H -2.9422 2.5751 -0.0744
H -2.3762 4.0576 -0.8761
H -4.0121 3.4303 -1.2150
H -1.8706 2.6004 -4.2551
H -3.3822 3.4183 -3.7858
H -1.8074 4.0859 -3.2874
H -1.8563 -0.3083 1.9794
H -2.8845 0.5117 0.7765
H -2.7864 -1.3113 0.7943
H 1.1224 -1.7778 1.6383
H 1.8186 -0.1637 1.5680
C 3.0616 0.0705 5.9837
C 2.9108 -1.4347 5.8030
C 1.7394 -1.6409 4.7833
N 1.3736 -0.3533 4.2700
C 0.4296 -0.1912 3.1452
C -0.3410 1.1530 3.4190
C 0.1384 2.3732 2.9134
C -0.5349 3.5978 3.1038
C -1.7118 3.6456 3.8394
C -2.2477 2.4561 4.3316
C -1.5468 1.2367 4.1878
C 2.0193 0.7181 5.0202
H 2.9162 0.3508 7.0307
H 4.0552 0.4047 5.6866
H 3.8146 -1.8675 5.3542
H 2.7328 -1.9526 6.7563
H 2.0057 -2.3036 3.9360
H 0.9346 -2.1758 5.3284
H -0.3002 -0.9906 3.3158
H 1.0728 2.3265 2.3545
H -0.1342 4.4913 2.6368
H -2.2768 4.5687 3.9420
H -3.2309 2.4592 4.8203
H -1.9644 0.3300 4.6545
H 1.3528 1.3479 5.6657
H 2.5147 1.4410 4.3279
*
```

=====

4.
The following is a quantum chemistry calculation of a molecular structure, C39H53N4OSSbScSe3Te, from OMol25.

HOMO energy in eV: -3.689
Kohn-Sham gap in eV: 5.892
LUMO level in eV: 2.20

```
! RIJCOSX wB97M-V def2-TZVPD def2/J DEFGRID3
* xyz -1 1
Sc -0.1817 -2.0802 -0.2439
C 2.5650 -3.2160 6.2470
C 2.0862 -1.7940 6.3796
C 2.0412 -1.1580 7.6152
C 1.5860 0.1467 7.7438
C 1.1864 0.8439 6.6122
C 1.2471 0.2378 5.3682
C 1.6791 -1.0819 5.2463
N 1.7519 -1.7085 3.9920
C 0.8574 -1.6203 2.9360
N -0.3625 -1.1723 3.2869
C -1.4790 -0.7433 2.4976
C -1.5113 -0.9205 1.1177
C -2.7176 -0.5301 0.5221
C -3.7787 0.0347 1.2135
C -3.6696 0.2300 2.5803
C -2.5137 -0.1653 3.2484
C -2.4202 0.0181 4.7463
N 1.2061 -2.0013 1.7435
C 2.6033 -2.1893 1.5440
C 3.4130 -1.0738 1.3431
C 4.7719 -1.2105 1.1121
C 5.3383 -2.4774 1.0922
C 4.5340 -3.5875 1.3134
C 3.1657 -3.4673 1.5395
C 2.2972 -4.6824 1.7118
H 2.7311 -3.6560 7.2290
H 3.5062 -3.2683 5.6928
H 1.8367 -3.8254 5.7092
H 2.3561 -1.7073 8.4950
H 1.5440 0.6136 8.7190
H 0.8389 1.8656 6.6949
H 0.9636 0.7837 4.4770
H 2.5530 -2.2898 3.8056
H -0.5023 -1.1077 4.2806
H -2.8339 -0.6940 -0.5455
H -4.6933 0.3037 0.6968
H -4.4847 0.6748 3.1410
H -3.3220 0.5070 5.1135
H -1.5688 0.6389 5.0393
H -2.3356 -0.9389 5.2736
H 2.9461 -0.0951 1.3559
H 5.3800 -0.3317 0.9347
H 6.3970 -2.6032 0.9042
H 4.9672 -4.5813 1.2929
H 2.8949 -5.5538 1.9807
H 1.7830 -4.9032 0.7713
H 1.5193 -4.5338 2.4616
Se -1.1244 -4.4351 0.8017
Se -3.2871 -4.1707 -0.0101
Te -2.8678 -4.2763 -2.4800
Se -1.5072 -2.1787 -2.6583
O 1.0599 -0.5147 -0.8163
N 2.2392 -0.5466 -1.4209
C 2.8790 0.6314 -1.5748
C 4.0938 0.7111 -2.1886
C 4.6732 -0.4685 -2.6757
C 4.0218 -1.6591 -2.4998
C 2.7783 -1.7348 -1.8298
S 1.9637 -3.1930 -1.5483
H 2.3446 1.4868 -1.1891
H 4.5699 1.6736 -2.3040
H 5.6303 -0.4373 -3.1800
H 4.4380 -2.5918 -2.8502
C -2.5981 3.2878 -0.6770
C -1.5902 3.4498 -1.8168
C -1.8882 4.7371 -2.5826
C -0.1910 3.5427 -1.2028
Sb -1.6475 1.4563 -2.8494
C -0.4063 1.7306 -4.7007
C 1.0343 1.7663 -4.1948
C -0.7112 2.9809 -5.5175
C -0.5376 0.4877 -5.5823
C -3.7441 1.3851 -3.6119
C -3.8027 0.5530 -4.8877
C -4.3959 2.7378 -3.8653
C -4.5007 0.6353 -2.5133
H -2.5560 4.1605 -0.0115
H -2.3848 2.3978 -0.0776
H -3.6217 3.2055 -1.0483
H -1.7686 5.5975 -1.9081
H -2.9079 4.7600 -2.9634
H -1.2104 4.8857 -3.4223
H -0.1681 4.3362 -0.4436
H 0.5597 3.7919 -1.9555
H 0.0936 2.6032 -0.7190
H 1.2188 2.6087 -3.5259
H 1.7298 1.8534 -5.0405
H 1.2747 0.8425 -3.6642
H -0.4588 3.8883 -4.9685
H -1.7653 3.0310 -5.8000
H -0.1147 2.9778 -6.4408
H -0.4774 -0.4346 -4.9989
H 0.2901 0.4748 -6.3047
H -1.4660 0.4695 -6.1477
H -3.4060 1.1037 -5.7418
H -4.8513 0.3115 -5.1089
H -3.2586 -0.3876 -4.7798
H -3.8404 3.3303 -4.5962
H -4.4897 3.3209 -2.9484
H -5.4099 2.5800 -4.2588
H -4.1066 -0.3775 -2.3963
H -5.5615 0.5541 -2.7890
H -4.4408 1.1397 -1.5460
*
```